1.
DFT (ωB97M-V/def2-TZVPD) results for a molecular structure, C30H26BrN10O5S5Ta.

Geometry as XYZ:
```
78
C30H26BrN10O5S5Ta (ωB97M-V/def2-TZVPD)
O -2.0911 -0.9778 1.2187
H -0.0719 -2.0811 1.2364
C -4.9282 -1.7000 1.8300
H -4.8909 3.2595 0.8555
N -2.0093 1.5639 0.8955
C 1.2959 -5.3085 -0.3394
C -3.6494 3.0720 2.5845
C -2.4501 2.5210 3.0805
C 5.5104 0.5559 1.4984
S 2.5266 2.8483 -2.7760
H 1.9515 -0.6801 1.3627
H 0.3467 -0.0586 -2.7598
H -6.6770 -2.2363 2.9328
H 1.6242 -5.9870 0.4408
C 1.1866 0.7107 4.3411
H 0.7689 -3.9403 -2.1526
H -0.7054 -3.8462 1.9144
H 0.6399 -5.8618 -1.0153
C 6.7075 0.7264 0.7820
N 0.6010 -4.1823 0.2908
C 1.0950 2.1417 -2.0726
S -1.5294 1.4633 -2.1905
H -3.3765 1.9601 -0.5845
H 1.7540 -2.8709 -3.9338
H 5.3690 1.0911 2.4319
N 1.0856 -2.1397 -3.7529
H 2.8790 -0.4086 3.6257
H -0.5316 2.1876 5.8942
O -3.2737 4.4508 4.9998
H 1.5514 0.8349 5.3530
H 7.6760 0.0480 -1.0285
N -2.7054 3.4643 5.4173
C -3.1332 2.1094 0.4575
H -7.8713 -3.1078 0.9664
C -1.9708 2.6418 4.4299
C -4.3147 -1.6605 0.5687
H -6.8207 -3.0205 -1.2770
C 4.6333 -0.9150 -0.0359
C 0.2738 -4.2823 1.7123
H 2.1906 -4.9657 -0.8612
O -2.6491 3.1074 6.5701
C -0.0345 2.1153 -2.8066
C -3.9819 2.8536 1.2752
C 0.6281 -1.9353 -2.5053
N 0.2098 0.3583 1.7657
H 7.4960 1.3741 1.1296
H 1.0372 -3.8027 2.3299
N 4.5190 -0.2218 1.1232
N 0.6153 -3.0510 -1.7072
S 3.4181 -1.9024 -0.6311
S 0.0402 2.7667 -4.4222
C 1.7679 3.2412 -4.3521
Ta -0.7166 0.0167 -0.2676
C 1.3910 -0.1422 2.1218
S 1.1166 1.5878 -0.4169
H 1.0859 -1.3691 -4.4017
C 1.9123 0.0197 3.4042
C 6.8160 0.0225 -0.3744
H 5.8517 -1.3028 -1.6125
O -2.6094 -0.7683 -0.8566
N 0.0504 -1.9217 0.2454
C -0.0401 1.2879 3.9687
O 2.3464 3.7628 -5.2483
C -6.2887 -2.6544 -0.4102
N 5.7934 -0.7706 -0.7549
H 0.2197 -5.3332 1.9777
C -6.2051 -2.2195 1.9608
C -5.0207 -2.1285 -0.5462
Br -4.1463 -0.9961 3.4041
N 0.1788 -0.7984 -2.0844
H -4.2855 3.6614 3.2255
C -1.6807 1.7477 2.2007
C -2.9722 -1.1357 0.3249
C -6.8755 -2.7021 0.8468
H -4.5484 -2.0721 -1.5175
C -0.8383 2.0605 4.8647
C -0.4814 1.1110 2.6563
C 0.4158 -3.0312 -0.3548
```

LUMO energy: -6.10 eV
Largest force on an atom: 0.26 eV/A
ΔE to the lowest compared entry with this formula, charge and spin: 0.234 eV
Net charge: +2
Orbital gap: 6.14 eV
M: 1027.8 g mol⁻¹
HOMO level: -12.2 eV

=====

2.
DFT (ωB97M-V/def2-TZVPD) results for 2 unconnected molecules or ions with the total composition C6H16O2 at a distorted geometry.

Geometry as XYZ:
```
24
C6H16O2 (ωB97M-V/def2-TZVPD)
H 2.0198 1.2096 1.7844
O 1.1125 -1.0489 -2.4397
H 1.0819 -2.6713 2.3885
H 0.7199 2.3805 1.7479
H -1.0682 0.5274 -2.6231
C -0.1723 -1.1902 -1.8351
H 1.3443 -0.1287 -2.3930
C 1.2645 1.6333 1.1233
C -1.0042 0.3852 1.3901
H -1.9053 -0.2308 -1.2209
H -0.7985 2.0714 -0.7014
H -0.1496 -1.7716 -0.9331
H -1.4474 -0.5742 1.1257
H -0.2191 -2.9165 1.5547
H 0.6862 1.5496 -1.3833
H -1.6882 1.2293 1.1588
H 1.7039 2.2672 0.3681
H 0.7209 -0.3989 0.4988
C 0.3157 0.6001 0.5790
C -0.9518 0.1373 -1.6094
H -0.9137 0.7570 2.4111
C -0.1797 1.1742 -0.8111
O 0.2391 -3.1534 2.3641
H -0.7108 -1.8377 -2.5444
```

LUMO energy: 0.72 eV
Largest force on an atom: 2.77 eV/A
ΔE to the lowest compared entry with this formula, charge and spin: 1.109 eV
Net charge: 0
Orbital gap: 11.01 eV
M: 120.2 g mol⁻¹
HOMO level: -10.3 eV

=====

3.
DFT (ωB97M-V/def2-TZVPD) results for 2 unconnected molecules or ions with the total composition C4H4ClN at a distorted geometry.

Geometry as XYZ:
```
10
C4H4ClN (ωB97M-V/def2-TZVPD)
C 2.5228 0.8040 0.1328
C 0.1093 -0.3613 -0.0071
H -2.5965 -0.2719 -1.5704
C 1.4147 0.1666 0.3150
H 2.8536 1.3475 -0.7889
H 3.2952 0.9126 0.8037
H -2.2782 -1.6658 -0.3724
C -2.6366 -0.6605 -0.4645
Cl -3.2716 0.2174 0.7211
N 0.5873 -0.4886 1.2306
```

LUMO energy (alpha / beta): -0.54 / -2.19 eV
Largest force on an atom: 4.96 eV/A
ΔE to the lowest compared entry with this formula, charge and spin: 7.240 eV
Net charge: 0
Orbital gap (alpha / beta): 8.42 / 6.19 eV
M: 101.5 g mol⁻¹
HOMO level (alpha / beta): -9.0 / -8.4 eV

=====

4.
DFT (ωB97M-V/def2-TZVPD) results for a molecular structure, C28H30ClN3O4Pd at a distorted geometry.

Geometry as XYZ:
```
67
C28H30ClN3O4Pd (ωB97M-V/def2-TZVPD)
H 2.1456 1.8996 -1.7880
H -5.7080 3.3762 0.4034
C -2.4061 2.7158 -0.0917
H -4.3874 4.2532 1.1855
C 0.5059 -1.4302 -3.0542
C 5.4871 -0.9246 -0.5061
H 1.0637 2.8656 1.6633
C 0.6413 -1.7519 3.3449
C -0.1004 -3.7722 -3.4108
C 0.6586 -2.1049 6.1119
H -2.1002 3.7443 -0.0877
H 1.2371 0.2529 3.7372
H 1.2562 -0.0457 6.2085
H 2.2872 3.6615 -1.8084
C 0.2124 -2.7316 -2.5216
C -4.6668 3.6872 0.2923
H -3.3809 -1.9163 0.5685
C 0.1022 4.3055 -0.4728
H -4.9991 -1.3174 0.1636
C 0.1200 -2.3512 -5.3018
O 0.9876 -0.3656 1.4752
C 3.9871 -0.5305 -0.5677
O 3.6579 0.6607 -0.5456
C -1.4597 1.6557 -0.2770
H 0.0875 -2.1855 -6.3742
H -0.3103 -4.7456 -2.9765
H 0.0390 -4.1283 -0.8444
C -3.9438 -1.2798 -0.1176
H 0.6651 -2.2425 7.1873
C 0.3166 -3.1602 5.2746
N 0.3325 -2.2129 -0.1940
H 2.2517 1.9253 0.7318
C -3.4225 0.1366 -0.0923
C -0.1539 -3.6173 -4.7785
H 0.6504 -0.3221 -4.8672
Pd 0.9542 -0.2120 -0.4931
H -0.4201 4.5251 0.4577
C -2.0796 0.3574 -0.2742
H -0.4021 -4.4503 -5.4248
H 2.3556 3.6917 0.7571
H -4.6092 4.3748 -0.5563
Cl 6.6692 0.3921 -0.8464
H 0.9158 5.0301 -0.5689
H -5.3611 1.0504 0.2533
H -0.5770 4.4518 -1.3147
N 0.3055 -2.5661 1.1281
H -3.8440 -1.7155 -1.1152
C 0.3076 -2.9864 3.9008
N -0.1316 1.7149 -0.4552
C 0.6397 -1.5379 1.8706
H -1.4367 -0.4977 -0.4270
C -3.7622 2.4925 0.0934
C -4.2979 1.2126 0.1024
H 5.7137 -1.2765 0.4975
O 0.8449 -0.3502 -2.4271
C 1.5789 2.8270 -1.7594
H 0.0548 -4.1238 5.6968
C 0.9906 -0.8743 5.5622
C 1.6644 2.8411 0.7493
H 5.6930 -1.7157 -1.2191
O 3.2643 -1.5507 -0.5897
C 0.9825 -0.6970 4.1878
H 0.0447 -3.7944 3.2326
H 0.9197 2.8690 -2.6306
C 0.7373 2.9027 -0.4756
C 0.4331 -1.3062 -4.4707
C 0.1989 -3.0820 -1.1111
```

LUMO energy: 4.65 eV
Largest force on an atom: 1.20 eV/A
ΔE to the lowest compared entry with this formula, charge and spin: 0.777 eV
Net charge: -2
Orbital gap: 5.46 eV
M: 614.4 g mol⁻¹
HOMO level: -0.8 eV

=====

The lowest M belongs to which entry? C4H4ClN

=====

Among the records above, which one has the lowest largest force on an atom? C30H26BrN10O5S5Ta

=====

Please write out number 4 again, unchanged.
DFT (ωB97M-V/def2-TZVPD) results for a molecular structure, C28H30ClN3O4Pd at a distorted geometry.

Geometry as XYZ:
```
67
C28H30ClN3O4Pd (ωB97M-V/def2-TZVPD)
H 2.1456 1.8996 -1.7880
H -5.7080 3.3762 0.4034
C -2.4061 2.7158 -0.0917
H -4.3874 4.2532 1.1855
C 0.5059 -1.4302 -3.0542
C 5.4871 -0.9246 -0.5061
H 1.0637 2.8656 1.6633
C 0.6413 -1.7519 3.3449
C -0.1004 -3.7722 -3.4108
C 0.6586 -2.1049 6.1119
H -2.1002 3.7443 -0.0877
H 1.2371 0.2529 3.7372
H 1.2562 -0.0457 6.2085
H 2.2872 3.6615 -1.8084
C 0.2124 -2.7316 -2.5216
C -4.6668 3.6872 0.2923
H -3.3809 -1.9163 0.5685
C 0.1022 4.3055 -0.4728
H -4.9991 -1.3174 0.1636
C 0.1200 -2.3512 -5.3018
O 0.9876 -0.3656 1.4752
C 3.9871 -0.5305 -0.5677
O 3.6579 0.6607 -0.5456
C -1.4597 1.6557 -0.2770
H 0.0875 -2.1855 -6.3742
H -0.3103 -4.7456 -2.9765
H 0.0390 -4.1283 -0.8444
C -3.9438 -1.2798 -0.1176
H 0.6651 -2.2425 7.1873
C 0.3166 -3.1602 5.2746
N 0.3325 -2.2129 -0.1940
H 2.2517 1.9253 0.7318
C -3.4225 0.1366 -0.0923
C -0.1539 -3.6173 -4.7785
H 0.6504 -0.3221 -4.8672
Pd 0.9542 -0.2120 -0.4931
H -0.4201 4.5251 0.4577
C -2.0796 0.3574 -0.2742
H -0.4021 -4.4503 -5.4248
H 2.3556 3.6917 0.7571
H -4.6092 4.3748 -0.5563
Cl 6.6692 0.3921 -0.8464
H 0.9158 5.0301 -0.5689
H -5.3611 1.0504 0.2533
H -0.5770 4.4518 -1.3147
N 0.3055 -2.5661 1.1281
H -3.8440 -1.7155 -1.1152
C 0.3076 -2.9864 3.9008
N -0.1316 1.7149 -0.4552
C 0.6397 -1.5379 1.8706
H -1.4367 -0.4977 -0.4270
C -3.7622 2.4925 0.0934
C -4.2979 1.2126 0.1024
H 5.7137 -1.2765 0.4975
O 0.8449 -0.3502 -2.4271
C 1.5789 2.8270 -1.7594
H 0.0548 -4.1238 5.6968
C 0.9906 -0.8743 5.5622
C 1.6644 2.8411 0.7493
H 5.6930 -1.7157 -1.2191
O 3.2643 -1.5507 -0.5897
C 0.9825 -0.6970 4.1878
H 0.0447 -3.7944 3.2326
H 0.9197 2.8690 -2.6306
C 0.7373 2.9027 -0.4756
C 0.4331 -1.3062 -4.4707
C 0.1989 -3.0820 -1.1111
```

LUMO energy: 4.65 eV
Largest force on an atom: 1.20 eV/A
ΔE to the lowest compared entry with this formula, charge and spin: 0.777 eV
Net charge: -2
Orbital gap: 5.46 eV
M: 614.4 g mol⁻¹
HOMO level: -0.8 eV